This record from OMol25 describes a molecular structure, C74H67N3O2P4RuS3Se. The level of theory is ωB97M-V with the def2-TZVPD basis set.

Geometry as XYZ:
```
155
Properties=species:S:1:pos:R:3:forces:R:3:mulliken_charge:R:1
Ru -0.614 -0.198 0.138 0.13 0.13 0.95 -0.590
O -1.189 1.598 1.310 -0.38 -1.30 -0.24 0.504
P -0.146 2.641 1.538 1.20 1.60 0.38 0.424
C 0.494 3.350 -0.043 -0.37 -0.51 0.15 -1.624
P -0.753 2.866 -1.326 0.14 2.00 -0.11 0.061
O -0.979 1.400 -1.434 -0.39 -1.72 0.40 1.374
C -2.239 3.743 -0.796 0.31 -0.26 -0.27 0.749
C -3.334 3.024 -0.336 0.05 -0.19 -0.02 -0.134
C -4.437 3.699 0.156 -0.09 0.01 -0.01 -0.701
C -4.445 5.085 0.176 0.01 0.03 -0.01 -0.720
C -3.368 5.802 -0.327 -0.03 0.13 0.05 -0.787
C -2.263 5.132 -0.814 0.05 -0.08 0.00 -0.672
C -0.173 3.503 -2.912 -0.17 -0.22 0.53 0.883
C -0.690 2.849 -4.024 -0.05 -0.13 0.01 -0.342
C -0.346 3.270 -5.295 -0.06 0.02 0.00 -0.644
C 0.516 4.344 -5.454 -0.02 0.01 0.02 -0.574
C 1.036 4.992 -4.344 0.06 0.12 0.01 -0.882
C 0.694 4.575 -3.069 0.02 0.00 0.09 -0.579
C 1.168 1.836 2.500 0.12 0.78 -0.64 1.707
C 2.477 1.974 2.224 -0.72 0.19 0.00 -1.209
C 3.532 1.138 2.833 0.24 0.10 -0.04 -1.024
C 2.608 -0.224 4.258 -0.24 -0.18 0.26 -0.609
C 1.158 0.069 4.286 -0.44 0.38 -0.27 -1.515
C 0.555 0.971 3.500 -0.29 -0.46 0.65 -1.160
C -0.885 4.019 2.427 0.38 -0.45 -0.20 0.881
C -2.126 3.839 3.021 -0.02 -0.13 -0.04 0.011
C -2.706 4.882 3.717 -0.05 0.09 0.06 -0.969
C -2.044 6.095 3.820 -0.07 0.02 0.01 -0.607
C -0.807 6.275 3.219 0.10 0.09 -0.02 -0.948
C -0.218 5.235 2.528 -0.01 -0.08 0.02 -1.265
H 1.475 2.961 -0.322 -0.12 0.11 0.07 0.888
H 0.538 4.436 0.030 -0.08 0.03 0.00 1.212
H -3.306 1.941 -0.360 -0.04 0.03 0.07 0.074
H -5.295 3.151 0.516 -0.04 -0.07 0.02 0.554
H -5.299 5.613 0.573 -0.09 0.04 0.00 0.447
H -3.398 6.880 -0.344 0.01 0.09 0.02 0.483
H -1.423 5.674 -1.225 0.05 0.17 -0.01 0.462
H -1.356 2.011 -3.876 -0.05 -0.10 -0.10 -0.171
H -0.763 2.765 -6.154 0.00 -0.04 -0.09 0.515
H 0.778 4.684 -6.444 0.05 0.02 -0.08 0.464
H 1.702 5.832 -4.470 0.07 0.03 -0.03 0.440
H 1.106 5.082 -2.208 0.07 0.08 0.04 0.424
H 2.795 2.702 1.489 -0.01 -0.01 -0.11 0.559
H 4.513 1.370 2.422 -0.04 -0.07 -0.03 0.513
H 2.864 -1.038 4.936 0.04 0.02 -0.13 0.486
H 0.566 -0.482 5.003 -0.12 0.03 0.06 0.652
H -0.518 1.109 3.606 0.03 -0.18 0.14 0.465
H -2.625 2.885 2.934 -0.10 -0.03 -0.04 0.342
H -3.675 4.749 4.173 -0.07 0.01 0.08 0.488
H -2.490 6.907 4.373 -0.07 0.08 0.02 0.454
H -0.302 7.226 3.283 0.05 0.11 0.08 0.483
H 0.759 5.355 2.079 0.07 0.12 -0.01 0.436
C -2.589 -2.611 -1.140 -0.07 0.35 -0.04 -3.526
N -2.384 -3.704 -0.249 0.35 0.58 0.15 1.806
C -1.554 -3.484 0.897 0.22 0.01 -0.02 -2.805
P -1.579 -1.753 1.594 -1.05 -0.05 -0.55 2.466
C -3.342 -1.387 1.870 0.16 0.10 0.05 0.132
C -3.671 -0.078 2.226 0.13 -0.09 -0.03 -0.193
C -4.985 0.260 2.498 -0.05 0.05 0.04 -0.643
C -5.983 -0.695 2.389 0.00 0.01 -0.04 -1.035
C -5.664 -1.991 2.017 -0.08 -0.02 0.02 -0.784
C -4.349 -2.346 1.772 0.20 0.01 0.05 -0.535
C -0.988 -2.232 3.257 0.26 0.37 -0.06 1.118
C -1.712 -1.951 4.412 -0.05 0.05 -0.20 -0.414
C -1.271 -2.423 5.640 0.01 -0.04 0.09 -0.911
C -0.105 -3.167 5.730 -0.01 0.04 0.00 -0.826
C 0.625 -3.439 4.583 0.14 -0.03 0.10 -1.067
C 0.185 -2.981 3.357 -0.02 0.17 -0.12 -0.646
C -3.022 -4.919 -0.419 -0.44 -0.79 -0.03 0.909
C -4.204 -5.027 -1.163 0.25 0.22 0.15 -0.489
C -4.857 -6.239 -1.265 0.04 -0.25 0.08 -0.888
C -4.366 -7.365 -0.622 0.01 -0.01 -0.03 -0.576
C -3.187 -7.273 0.101 -0.26 -0.09 -0.11 -0.833
C -2.513 -6.073 0.193 0.02 0.34 -0.10 -0.477
P -1.001 -1.708 -1.554 -0.11 -0.99 -0.20 3.202
C 0.058 -3.109 -2.002 0.12 0.32 0.21 0.347
C 1.310 -3.228 -1.409 -0.21 0.17 0.06 0.486
C 2.103 -4.331 -1.676 0.03 -0.13 0.03 -0.917
C 1.637 -5.326 -2.520 0.06 0.06 0.09 -0.941
C 0.384 -5.213 -3.106 -0.05 -0.05 -0.09 -0.963
C -0.404 -4.106 -2.859 0.02 0.08 0.09 -0.552
C -1.589 -0.990 -3.114 0.21 0.25 0.10 1.686
C -2.766 -0.241 -3.069 0.12 -0.08 0.02 -0.860
C -3.309 0.264 -4.235 -0.12 -0.01 0.01 -0.593
C -2.696 0.004 -5.453 0.05 0.01 0.00 -0.866
C -1.525 -0.734 -5.500 -0.03 0.08 -0.14 -0.907
C -0.956 -1.216 -4.332 0.05 -0.02 0.24 -0.958
H -3.261 -1.851 -0.701 -0.07 -0.12 -0.30 0.343
H -3.025 -2.966 -2.077 0.11 0.12 0.15 1.148
H -0.491 -3.676 0.660 -0.08 -0.08 0.24 0.161
H -1.857 -4.160 1.704 0.10 0.15 -0.09 1.392
H -2.887 0.665 2.290 -0.04 0.04 -0.02 -0.123
H -5.231 1.268 2.799 -0.02 0.09 0.01 0.597
H -7.009 -0.431 2.593 -0.10 0.02 0.02 0.435
H -6.442 -2.734 1.926 -0.06 -0.07 0.01 0.478
H -4.120 -3.366 1.503 0.01 -0.13 -0.03 0.324
H -2.627 -1.379 4.357 -0.06 0.01 0.00 0.475
H -1.847 -2.218 6.531 -0.04 0.04 0.04 0.477
H 0.231 -3.539 6.686 0.01 -0.02 0.08 0.427
H 1.534 -4.016 4.643 0.12 -0.12 0.02 0.554
H 0.752 -3.224 2.468 0.05 -0.16 -0.07 0.738
H -4.638 -4.157 -1.631 -0.06 0.10 -0.05 0.442
H -5.770 -6.299 -1.836 -0.12 0.00 -0.07 0.431
H -4.894 -8.302 -0.685 -0.05 -0.11 -0.03 0.422
H -2.789 -8.145 0.593 0.07 -0.11 0.05 0.441
H -1.577 -6.038 0.725 0.15 0.02 0.09 0.416
H 1.651 -2.454 -0.724 -0.04 -0.20 -0.17 -0.021
H 3.079 -4.414 -1.222 0.12 -0.03 0.03 0.575
H 2.247 -6.192 -2.719 0.07 -0.08 -0.03 0.452
H 0.022 -5.995 -3.755 -0.04 -0.07 -0.09 0.488
H -1.373 -4.014 -3.327 -0.11 -0.05 -0.05 0.503
H -3.246 -0.051 -2.116 -0.07 0.07 -0.05 -0.087
H -4.214 0.852 -4.197 -0.10 0.03 -0.01 0.503
H -3.135 0.380 -6.365 -0.05 0.02 -0.10 0.455
H -1.060 -0.949 -6.451 0.08 0.02 -0.06 0.516
H -0.035 -1.782 -4.366 0.03 -0.05 -0.05 0.610
C 6.977 -0.331 5.345 0.03 -0.02 0.02 -2.001
C 5.666 -0.189 4.639 -0.40 1.01 0.71 0.826
C 4.816 0.796 4.978 0.71 -0.62 -0.09 -1.725
C 3.476 1.075 4.398 -0.12 0.31 -0.05 2.772
C 2.884 2.282 5.121 -0.18 -0.21 -0.04 -2.308
C 3.174 -0.382 2.820 0.03 0.65 -0.23 1.428
Se 1.828 -0.988 1.432 -0.41 0.56 -2.60 0.372
C 4.389 -1.263 2.746 0.70 -0.31 0.09 0.386
C 4.459 -2.319 1.692 -0.01 -0.09 -0.06 -1.899
C 5.430 -1.147 3.590 -0.57 -0.23 -0.71 -1.019
H 7.088 0.415 6.126 0.08 0.00 0.03 0.407
H 7.796 -0.233 4.634 0.12 0.02 0.01 0.410
H 7.050 -1.323 5.787 0.08 -0.07 0.10 0.405
H 5.120 1.479 5.758 0.08 0.05 0.13 0.367
H 3.404 3.188 4.820 0.17 0.07 -0.02 0.414
H 3.006 2.165 6.197 0.03 -0.03 0.03 0.591
H 1.826 2.420 4.925 0.04 0.08 0.00 0.306
H 3.695 -3.077 1.878 0.01 -0.15 -0.22 0.265
H 5.439 -2.793 1.686 -0.03 -0.01 0.03 0.555
H 4.272 -1.885 0.705 0.07 -0.19 -0.02 0.276
H 6.235 -1.855 3.445 0.05 -0.07 -0.08 0.505
S 5.325 -1.826 -4.799 -0.24 -0.12 0.52 -0.252
C 4.292 -0.920 -3.887 0.84 -0.88 -0.64 -0.061
S 3.832 -1.313 -2.247 -0.32 0.80 -0.22 -0.008
C 2.736 0.091 -2.278 1.67 -1.57 -1.02 -0.411
N 2.771 0.723 -3.394 -1.21 0.94 1.10 -0.637
N 3.627 0.196 -4.273 0.42 -0.49 0.30 0.576
C 3.763 0.819 -5.538 -0.12 0.44 -0.63 0.247
C 2.610 1.265 -6.174 0.23 -0.19 0.12 0.072
C 2.719 1.863 -7.415 -0.02 0.03 0.00 -0.706
C 3.960 2.031 -8.006 0.00 0.00 -0.04 -0.605
C 5.104 1.604 -7.353 -0.09 0.02 0.02 -0.745
C 5.015 0.997 -6.114 -0.08 0.09 0.22 -0.485
S 1.870 0.596 -0.909 -0.10 -0.38 2.59 0.249
H 1.656 1.134 -5.685 -0.09 0.00 -0.01 0.412
H 1.829 2.192 -7.925 -0.15 0.08 -0.10 0.469
H 4.040 2.499 -8.975 -0.02 0.04 -0.11 0.407
H 6.070 1.747 -7.807 0.14 0.01 -0.05 0.401
H 5.907 0.679 -5.597 -0.02 -0.02 -0.01 0.510
```
Positions in Å, forces in eV/Å.

Calculated values
Relative energy (zero: lowest compared OMol25 entry of this formula, charge and spin), kJ/mol: 1.6
Calculated total energy, Eh: -8230.62758
Net charge: +2
Gap between HOMO and LUMO (spin up / spin down), eV: 3.9 / 3.9